No. 1
Formula: C4H9CuN4NaO10S
Source: the Open Molecules 2025 dataset
Level of theory: wB97M-V/def2-TZVPD

Each line ends with the Löwdin charge.
Positions of all 30 atoms, in Å:
Cu -1.233937 -0.212756 -2.275649  0.707
Na -3.946557 -1.395416 1.675821  0.776
N 2.068283 -0.545596 -2.685739  -0.676
O 3.067513 -0.340986 -2.033979  -0.002
O 1.003573 -0.586826 -2.125279  -0.148
O 2.137363 -0.686096 -3.886849  -0.014
N -1.059137 0.552964 1.105721  -0.616
O -2.157857 0.198734 1.510891  -0.133
O -0.149587 0.787794 1.875251  0.035
O -0.802357 0.511854 -0.095889  -0.132
N -1.215087 3.049594 -2.427149  -0.659
O -1.631847 3.969334 -3.107579  0.002
O -0.830297 3.244614 -1.298879  0.012
O -1.288927 1.935084 -2.865269  -0.114
C -3.439727 3.041224 0.489411  -0.079
C -2.317267 3.643634 1.237061  -0.289
N -1.525577 4.162014 1.853201  0.147
H -4.353697 2.912334 1.069191  0.069
H -3.229517 2.096234 -0.011489  0.053
H -3.632787 3.583644 -0.436119  0.079
C 1.217423 -2.447416 0.754541  -0.230
S 2.786953 -3.436126 0.419641  0.835
O 2.438613 -4.912826 0.389051  -0.600
C 3.786863 -3.127276 1.898551  -0.279
H 0.503003 -2.797966 0.009691  0.036
H 1.221473 -1.382956 0.520021  0.036
H 0.748043 -2.635536 1.720151  0.043
H 3.192603 -3.455946 2.751151  0.039
H 3.925133 -2.046746 1.936191  0.052
H 4.717313 -3.678576 2.034341  0.048

Forces on atoms 1 to 2 (eV/Å):
1.265 1.493 0.358
1.027 0.767 -0.297

Values from the calculation:
**LUMO energy (spin up / spin down)**: -0.452 / -0.547 eV
**<S²>**: 2.00
**HOMO-LUMO gap (spin up / spin down)**: 3.76 / 4.81 eV
**Net charge**: -1
**2S+1**: 3
**Molecular weight**: 391.74 g mol⁻¹
**Electronic energy**: -3329.73468 Eh

No. 2
Formula: C6H6O2
Source: the Open Molecules 2025 dataset
Level of theory: wB97M-V/def2-TZVPD

Each line ends with the Löwdin charge.
Positions of all 14 atoms, in Å:
C -0.338409 1.944513 0.373835  0.053
C 0.156484 0.664422 -0.025471  -0.263
C 1.329790 0.261857 -0.961544  0.052
C 1.643148 -0.986712 -0.164035  0.003
O 0.611305 -1.471796 0.680065  -0.047
C -0.465514 -0.606552 0.613003  -0.324
C -1.578349 -1.059299 -0.248908  -0.170
O -2.643761 -0.491751 -0.538272  0.043
H -0.035756 2.975708 0.096652  0.047
H -1.343466 1.854406 1.082167  0.115
H 2.177361 0.903639 -1.223124  0.090
H 2.441457 -1.588208 -0.409705  0.081
H -0.683384 -0.373625 1.622822  0.150
H -1.270909 -2.026604 -0.897488  0.170

Forces on atoms 1 to 2 (eV/Å):
-1.498 -3.745 0.617
-1.096 5.016 -0.321

Values from the calculation:
**LUMO energy**: 0.115 eV
**HOMO-LUMO gap**: 8.54 eV
**SMILES**: C=C1C=CO[C@@H]1C=O
**Molecular weight**: 110.11 g mol⁻¹
**Electronic energy**: -382.54527 Eh

No. 3
Formula: CH3Cl2O3P
Source: the Open Molecules 2025 dataset
Level of theory: wB97M-V/def2-TZVPD

Each line ends with the Löwdin charge.
Positions of all 10 atoms, in Å:
C -3.750335 0.193561 0.699199  -1.096
O -0.297373 0.128612 1.108110  -0.250
O 0.326354 0.832469 -1.271447  -0.230
O -0.158421 -1.457915 -0.800590  -0.209
P -0.781237 -0.075404 -0.473013  0.537
Cl -3.325093 -1.272620 0.000245  0.526
Cl -3.785146 1.429252 -0.371274  0.580
H -1.030712 -0.056768 1.736273  0.051
H 0.299693 1.764884 -1.147111  0.035
H -0.038908 -1.520947 -1.736353  0.056

Forces on atoms 1 to 2 (eV/Å):
-0.319 -0.560 1.758
-0.522 -0.457 -0.238

Values from the calculation:
**LUMO energy**: -0.985 eV
**HOMO-LUMO gap**: 7.63 eV
**Molecular weight**: 164.91 g mol⁻¹
**Electronic energy**: -1527.30260 Eh

No. 4
Formula: C20H60ClO14
Source: the Open Molecules 2025 dataset
Level of theory: wB97M-V/def2-TZVPD

Each line ends with the Löwdin charge.
Positions of all 95 atoms, in Å:
Cl -0.427041 0.158431 -0.023673  0.651
O 0.806485 0.506977 0.636773  -0.334
O -0.233783 0.328485 -1.442982  -0.352
O -0.744353 -1.231329 0.245239  -0.355
O -1.508096 0.965366 0.522375  -0.357
C 1.916597 -3.380868 -2.622267  -0.083
C 2.120483 -3.815095 -1.189225  -0.271
O 1.775232 -2.753204 -0.287249  -0.112
H 0.875453 -3.230680 -2.916984  0.065
H 2.355035 -4.109970 -3.310584  0.073
H 2.395671 -2.415235 -2.809878  0.077
H 3.151353 -4.117325 -1.037312  0.116
H 1.387850 -4.586419 -0.934392  0.101
H 0.991530 -2.306085 -0.634371  0.064
C -3.031573 0.625153 -3.626024  -0.071
C -4.374044 1.324633 -3.773103  -0.311
O -5.239339 0.707587 -4.734108  -0.094
H -2.293731 0.966681 -4.347384  0.072
H -3.163020 -0.458231 -3.598893  0.061
H -2.643627 0.892998 -2.638898  0.060
H -4.224053 2.361220 -4.070633  0.110
H -4.870407 1.361741 -2.796788  0.106
H -5.223654 -0.238227 -4.563746  0.061
C -0.237005 5.053370 0.014969  -0.075
C -0.571692 4.093710 -1.110691  -0.303
O -1.957465 3.730729 -1.101000  -0.095
H -0.703727 4.732663 0.947652  0.052
H -0.523058 6.081684 -0.212126  0.069
H 0.837935 5.062409 0.224757  0.069
H -0.002249 3.163464 -1.000757  0.097
H -0.303232 4.486437 -2.092888  0.103
H -2.015288 2.925412 -0.571337  0.040
C 0.078114 -4.600137 2.076981  -0.083
C 1.407760 -4.581925 2.803695  -0.309
O 1.422968 -3.714420 3.932676  -0.073
H 0.199008 -5.177020 1.155064  0.062
H -0.216291 -3.575780 1.846808  0.058
H -0.723933 -5.072759 2.650704  0.070
H 2.193459 -4.214114 2.144797  0.093
H 1.679656 -5.607733 3.097622  0.105
H 1.009025 -4.194813 4.655414  0.075
C 4.291023 -0.633700 -0.086229  -0.090
C 4.499132 -1.433467 1.200792  -0.325
O 3.293929 -1.850587 1.769687  -0.088
H 3.319158 -0.131491 -0.112559  0.062
H 4.243993 -1.257544 -0.989211  0.056
H 5.061418 0.123913 -0.259590  0.064
H 4.980049 -0.750858 1.902735  0.090
H 5.126276 -2.304611 0.966568  0.101
H 2.692222 -2.099627 1.051134  0.030
C 2.918123 2.526168 2.271402  -0.085
C 2.404873 1.622181 3.375275  -0.315
O 3.151113 0.416886 3.480781  -0.068
H 3.345698 1.977312 1.430869  0.066
H 3.706504 3.199854 2.638527  0.067
H 2.144590 3.182011 1.864436  0.061
H 1.363574 1.390343 3.161835  0.076
H 2.403624 2.167922 4.328275  0.109
H 4.052895 0.756230 3.452488  0.070
C -2.421417 -3.688597 -2.123624  -0.079
C -3.817868 -3.806648 -2.710189  -0.305
O -3.866279 -5.024521 -3.483793  -0.102
H -2.429624 -2.999693 -1.279962  0.071
H -1.800781 -3.288432 -2.930337  0.068
H -1.966622 -4.632919 -1.832385  0.075
H -4.041146 -2.979356 -3.385076  0.094
H -4.554271 -3.904822 -1.906594  0.107
H -4.726546 -5.079057 -3.907832  0.069
C 1.810058 2.185397 -4.049810  -0.081
C 1.080232 2.985567 -5.114558  -0.315
O 1.854704 4.137280 -5.504929  -0.096
H 2.727066 1.802957 -4.506405  0.070
H 1.205670 1.386143 -3.625239  0.064
H 2.091263 2.877100 -3.256461  0.074
H 0.170652 3.409578 -4.686284  0.102
H 0.808503 2.387882 -5.986890  0.106
H 2.475702 3.863358 -6.183184  0.069
C -1.442157 -0.321401 4.496366  -0.075
C -0.744852 -1.506218 3.792268  -0.304
O 0.534647 -1.069701 3.319828  -0.081
H -2.524023 -0.399759 4.345523  0.065
H -1.143968 0.631438 4.047678  0.051
H -1.191736 -0.240496 5.554777  0.065
H -1.424118 -1.836145 3.001307  0.099
H -0.533154 -2.277144 4.528829  0.092
H 0.216167 -0.517944 2.593001  0.030
C -2.576532 4.652495 3.939424  -0.084
C -2.433303 3.490131 2.977861  -0.332
O -1.113710 2.976423 3.079408  -0.101
H -3.651459 4.842228 4.035271  0.071
H -2.085027 5.539058 3.553355  0.069
H -2.221951 4.349820 4.923496  0.074
H -2.600777 3.853295 1.952392  0.098
H -3.157186 2.675091 3.088947  0.111
H -0.877301 2.478898 2.288377  0.049

Forces on atoms 1 to 2 (eV/Å):
0.690 -0.725 0.258
-0.177 0.189 0.262

Values from the calculation:
**LUMO energy**: 2.339 eV
**HOMO-LUMO gap**: 8.78 eV
**Net charge**: -1
**Molecular weight**: 560.14 g mol⁻¹
**Electronic energy**: -2311.26141 Eh

Q: Look up the electronic energy of the second one.
A: -382.54527 Eh